# 1
A structure of composition C11H23BF4IrNO2P2 at a distorted geometry, computed with ωB97M-V with the def2-TZVPD basis set.

Each line ends with the Mulliken spin population.
Element x y z (Å)
Ir -0.065339 -0.268664 0.636462  2.598
P 2.040357 -1.034739 0.944246  0.451
C 2.350567 -1.472703 -0.825427  -0.003
C 1.074773 -1.772460 -1.553713  0.044
N -0.076045 -1.203496 -1.096534  0.047
C -1.283331 -1.434955 -1.682312  0.034
C -1.343589 -2.235290 -2.819527  -0.002
C -0.178943 -2.786249 -3.332429  0.042
C 1.034102 -2.563475 -2.698419  0.005
C -2.497739 -0.843322 -1.036301  0.065
P -2.060885 0.624928 0.013737  0.346
H 1.996924 -2.954876 -3.020740  0.003
H -2.337507 -2.358766 -3.244338  0.004
H -0.215620 -3.394109 -4.236376  -0.002
H -3.219627 -0.529435 -1.795369  0.014
H -2.999370 -1.548788 -0.353181  0.019
H 2.869710 -0.591495 -1.250368  0.005
H 3.019155 -2.341440 -0.845194  0.015
H 1.755403 3.861431 -1.666518  -0.020
O 2.538518 3.613389 -2.214588  0.538
H 2.350748 3.999504 -3.081080  -0.013
H -1.492665 4.868869 0.441917  -0.019
O -1.143825 5.607782 -0.088335  0.526
H -1.585979 6.395569 0.293659  -0.012
C -2.266541 2.008590 -1.168256  0.072
H -3.262701 1.958507 -1.636722  0.017
H -2.147332 2.960121 -0.632414  -0.036
H -1.487735 1.932494 -1.935828  0.005
C -3.549597 0.807270 1.062790  0.043
H -3.446277 1.732047 1.644053  0.004
H -4.461610 0.861482 0.446698  0.021
H -3.611402 -0.047174 1.746447  -0.004
C 2.094817 -2.638200 1.813466  0.079
H 3.028126 -3.169207 1.579400  0.025
H 2.023248 -2.415577 2.885526  -0.005
H 1.230533 -3.235495 1.506221  -0.011
C 3.610670 -0.257773 1.445493  0.051
H 3.547942 -0.045138 2.518590  -0.001
H 4.466570 -0.924901 1.252685  0.021
H 3.744842 0.675231 0.887122  0.014
F -0.065519 0.181592 2.651012  0.054
B -0.004077 0.008662 4.432929  -0.035
F -0.478139 1.236768 4.734293  0.006
F -0.819706 -1.045892 4.667309  -0.001
F 1.324105 -0.220597 4.609899  -0.002

Cartesian forces, eV/Å:
-0.92 0.56 3.54
4.95 -0.64 -0.58
-0.20 0.44 0.29
-0.24 -0.36 -1.12
-0.40 -1.52 -0.73
0.32 -0.85 -1.01
-0.68 0.88 0.75
0.04 -0.35 -0.51
0.64 0.53 0.89
0.28 0.03 0.31
-2.98 1.72 -1.93
-0.43 -0.18 -0.32
0.38 -0.32 -0.26
-0.01 0.09 0.21
-0.06 -0.02 0.12
0.18 -0.04 -0.31
-0.16 -0.49 -0.08
0.00 0.22 -0.12
0.57 0.00 -0.17
-0.72 -0.04 0.83
0.20 0.31 -0.73
0.02 0.00 0.16
-0.06 -0.06 0.08
0.11 0.31 -0.14
0.47 -0.04 0.07
0.33 0.06 0.20
-0.14 -0.27 -0.23
-0.22 0.12 0.01
0.74 -0.08 0.79
-0.13 -0.27 0.00
0.46 -0.09 -0.11
-0.11 0.24 0.02
-1.42 0.25 0.54
-0.08 0.41 -0.16
0.03 -0.22 -0.11
0.17 -0.17 0.21
-0.40 0.41 0.05
0.09 0.05 -0.14
-0.37 0.05 0.00
0.08 -0.11 0.20
-0.37 -0.65 -0.65
-0.16 0.03 1.78
0.27 -0.53 -0.37
0.37 0.48 -0.68
-0.43 0.10 -0.59

As for the energy above the lowest of the compared OMol25 structures with the same formula, charge and spin: 22.82 kJ/mol. The calculation puts the calculated total energy at -50297.0501 eV. The calculation puts the HOMO energy (alpha / beta) at -16.16 / -19.37 eV. Its gap between HOMO and LUMO (alpha / beta) is 6.46 / 2.50 eV. As for the multiplicity: 6. As for the net charge: +3. The expectation value of S² is 8.768.

# 2
A structure of composition C11H23BeIMgN4O8S at a distorted geometry, computed with ωB97M-V with the def2-TZVPD basis set.

Each line ends with the Löwdin charge.
Element x y z (Å)
C 3.339939 0.010167 -1.167430  -0.094
C 3.100007 1.375386 -0.525407  -0.285
C 1.666816 1.885596 -0.667181  -0.644
I 1.100562 3.002404 1.223969  0.944
N 0.736450 0.941821 -0.988736  -0.003
C -0.553999 1.271028 -1.126108  -0.360
C -1.556318 0.909623 0.007597  -0.224
C -2.940563 0.789264 -0.538642  -0.309
N -3.143545 -0.354525 -1.402943  0.026
H 4.239529 -0.406868 -0.719710  0.080
H 2.542872 -0.683531 -0.950338  0.035
H 3.538856 0.091931 -2.232671  0.078
H 3.375892 1.289591 0.521938  0.074
H 3.779708 2.116931 -0.940967  0.105
H 1.619050 2.677968 -1.422212  0.095
H -0.947851 0.792759 -2.033775  0.125
H -0.680537 2.474674 -1.272234  0.007
H -1.225116 0.013949 0.523965  0.117
H -1.549608 1.718173 0.756773  0.057
H -3.191668 1.766269 -1.049193  0.073
H -3.618494 0.703990 0.307530  0.140
H -2.939919 -0.107815 -2.367536  0.061
H -4.150184 -0.562568 -1.428633  -0.215
C 1.278219 6.316152 0.552583  -0.104
C 0.327676 5.761617 -0.384494  -0.325
N -0.420435 5.319589 -1.138009  0.119
H 2.217881 6.522429 0.043250  0.101
H 0.884408 7.240577 0.971727  0.096
H 1.452180 5.596242 1.351043  -0.035
C 0.740029 -4.784781 -1.804826  -0.020
C 1.076683 -3.326112 -1.618846  -0.487
O 2.095887 -2.977139 -1.073407  0.073
C 0.067992 -2.330611 -2.142944  -0.020
H 1.534923 -5.395700 -1.385738  0.082
H -0.196146 -5.016813 -1.295026  0.089
H 0.632188 -5.013527 -2.866794  0.082
H -0.891700 -2.475991 -1.641645  0.080
H -0.065277 -2.466593 -3.218682  0.085
H 0.423522 -1.321410 -1.948588  0.045
Mg -5.836940 -1.736020 -2.243526  0.396
O -1.116773 -2.282523 3.935191  -0.102
S -2.061624 -1.910772 2.806511  0.269
O -3.382281 -2.336827 3.243938  -0.213
O -1.641207 -2.519921 1.560222  -0.300
O -1.924029 -0.451824 2.762253  -0.250
Be -1.798151 3.179232 -0.967392  0.801
N 1.031068 -3.842200 6.028083  -0.585
O 0.504797 -3.449053 4.937841  0.068
O 1.661338 -3.014799 6.664412  0.083
O 0.863908 -4.999417 6.364807  0.089

Cartesian forces, eV/Å:
0.52 0.31 0.23
0.11 -0.24 0.29
0.43 -1.20 -0.96
-0.33 -0.11 0.75
0.25 1.32 -0.54
-0.12 -2.91 0.51
0.37 0.79 -0.02
0.05 -1.12 0.46
-0.31 0.97 -0.19
0.12 -0.07 -0.02
-0.15 -0.15 -0.16
-0.32 -0.10 -0.18
-0.19 0.05 0.18
-0.02 0.18 -0.04
-0.16 0.50 0.36
-0.18 0.27 -0.23
0.89 0.35 -0.84
0.00 -0.15 0.02
0.04 0.10 0.30
-0.39 0.79 -0.29
-0.18 0.33 0.03
0.31 -0.30 -0.07
0.60 0.11 0.25
0.05 0.54 0.08
-0.13 -0.05 -0.21
-0.68 -0.61 0.19
0.03 -0.03 -0.01
-0.01 0.07 -0.05
-0.02 0.12 -0.10
0.16 -0.02 0.08
-0.09 -0.12 0.05
0.01 0.03 -0.05
0.07 0.13 0.06
0.01 -0.01 0.01
-0.06 0.01 -0.08
-0.12 0.01 0.01
-0.02 -0.05 -0.05
-0.09 -0.08 0.02
0.05 0.01 0.01
-0.60 -0.40 -0.23
-0.81 1.39 -0.94
0.30 -0.60 -0.16
-0.12 -0.13 0.18
-0.12 0.04 -0.02
0.03 0.41 0.10
0.12 0.55 0.69
-0.36 0.52 -0.87
0.71 -1.27 0.81
0.12 0.11 0.53
0.19 -0.27 0.12

As for the energy above the lowest of the compared OMol25 structures with the same formula, charge and spin: 0.00 kJ/mol. The calculation puts the calculated total energy at -58883.1799 eV. The calculation puts the HOMO energy at -7.83 eV. Its gap between HOMO and LUMO is 3.44 eV. As for the multiplicity: 1.

# 3
A cluster of 5 separate species, C11H23Br8NO in total at a distorted geometry, computed with ωB97M-V with the def2-TZVPD basis set.

Each line ends with the Löwdin charge.
Element x y z (Å)
C -4.770385 3.451349 -1.163402  -0.354
O -3.946960 4.297012 -1.463833  0.007
N -4.490729 2.266467 -0.593821  -0.200
C -5.541076 1.348996 -0.206657  -0.059
C -3.108539 1.865169 -0.357888  -0.064
H -5.845643 3.616666 -1.352082  0.133
H -6.450391 1.569677 -0.759860  0.083
H -5.752150 1.429214 0.865698  0.090
H -5.222864 0.324598 -0.397879  0.084
H -3.080925 1.387659 0.630786  0.066
H -2.775972 1.124157 -1.080138  0.076
H -2.508724 2.761164 -0.237762  0.086
Br -0.739968 -0.691157 0.607336  0.698
C 0.503525 0.747601 0.984169  -0.679
C 1.821720 0.425903 0.359268  -0.704
Br 3.079563 1.853633 0.741050  0.701
H 0.548738 0.820903 2.069682  0.059
H 0.043288 1.676042 0.658359  0.055
H 1.748189 0.359330 -0.723392  0.064
H 2.245016 -0.502197 0.726772  0.004
Br 2.561267 -3.455886 0.428205  0.640
C 2.441389 -3.748052 2.352486  -0.695
C 1.032298 -3.509529 2.792097  -0.754
Br 0.930846 -3.601461 4.710434  0.652
H 3.137533 -3.043264 2.794937  0.052
H 2.779620 -4.762815 2.531907  0.056
H 0.338053 -4.237885 2.379840  0.059
H 0.665279 -2.536270 2.475979  -0.003
Br -1.203722 -2.062543 -3.066947  0.582
C -2.186782 -3.079016 -1.721816  -0.728
C -2.584592 -4.431469 -2.209111  -0.702
Br -3.933406 -4.312653 -3.601397  0.611
H -3.060090 -2.492248 -1.449907  0.049
H -1.513405 -3.109324 -0.868246  0.012
H -3.063273 -4.992323 -1.406974  0.059
H -1.766022 -5.026097 -2.598989  0.056
Br 6.974112 3.950505 1.782890  0.607
C 6.691754 3.115593 0.037809  -0.715
C 5.742388 3.963770 -0.751082  -0.718
Br 5.463299 3.132739 -2.506728  0.597
H 6.257236 2.143186 0.244703  0.030
H 7.672349 3.021704 -0.412245  0.052
H 6.106538 4.963051 -0.954444  0.053
H 4.761633 3.978093 -0.289807  -0.002

Cartesian forces, eV/Å:
0.22 0.61 -0.27
-0.10 -0.19 0.04
0.15 -0.35 -0.15
0.17 0.10 0.28
-0.84 0.02 1.31
-0.02 -0.15 0.11
-0.04 -0.08 -0.04
-0.03 -0.03 -0.05
-0.11 -0.03 -0.18
0.00 -0.12 -0.17
0.29 0.27 -0.26
0.26 -0.03 -0.66
-0.14 -0.15 -0.02
-0.35 0.30 0.76
0.14 0.00 -0.49
0.06 0.03 0.13
0.20 -0.19 -0.04
0.12 -0.08 -0.42
-0.02 0.04 0.02
0.03 0.03 0.13
-0.02 -0.07 -0.10
0.34 0.04 -0.20
-0.48 0.13 -0.44
-0.06 -0.03 0.32
-0.02 -0.01 0.08
-0.03 -0.01 0.05
0.12 -0.16 0.10
0.14 0.09 0.17
-0.11 -0.05 0.07
0.24 0.59 0.00
-0.29 -0.47 0.08
0.02 -0.05 -0.05
0.01 0.07 -0.08
0.01 -0.29 0.01
0.05 0.07 0.04
0.10 0.13 -0.09
-0.02 0.00 -0.02
0.02 0.00 0.31
-0.18 -0.19 -0.42
0.05 0.04 0.13
0.10 -0.07 -0.06
-0.01 -0.02 -0.10
0.02 0.05 0.12
-0.01 0.20 0.02

As for the energy above the lowest of the compared OMol25 structures with the same formula, charge and spin: 21.69 kJ/mol. The calculation puts the calculated total energy at -575658.0872 eV. As for the SMILES: CN(C)C=O.BrCCBr.BrCCBr.BrCCBr.BrCCBr. The calculation puts the HOMO energy at -9.38 eV. Its gap between HOMO and LUMO is 9.50 eV. As for the multiplicity: 1.

- Which formula does entry 3 have?
  C11H23Br8NO